[1]
Molecular formula: C17H58N14O17
Method: DFT, ωB97M-V/def2-TZVPD

Computed properties:
SMILES = NC(N)=O.NC(N)=O.NC(N)=O.NC(N)=O.NC(N)=O.NC(N)=O.NC(N)=O.OCCO.OCCO.OCCO.OCCO.OCCO
relative energy (zero: lowest compared OMol25 entry of this formula, charge and spin) = 63.9 kJ/mol
E_tot = -2728.436170 hartree

ORCA input file:
```
! RIJCOSX wB97M-V def2-TZVPD def2/J DEFGRID3
* xyz 0 1
C -13.785 -4.846 15.454
O -13.093 -5.439 14.629
N -13.657 -3.519 15.618
N -14.633 -5.520 16.329
H -13.194 -3.032 14.862
H -14.453 -2.969 16.046
H -15.388 -5.059 16.794
H -14.635 -6.514 16.154
C -18.260 -3.494 11.231
O -19.005 -3.136 12.177
N -17.760 -4.725 11.333
N -18.028 -2.809 10.072
H -17.315 -5.196 10.611
H -18.253 -5.405 11.944
H -17.327 -3.134 9.414
H -18.023 -1.810 10.148
C -14.119 -5.144 11.035
O -14.956 -5.103 10.183
N -13.099 -6.004 10.959
N -14.259 -4.435 12.197
H -12.305 -5.848 11.565
H -12.966 -6.268 10.028
H -15.240 -4.171 12.363
H -13.848 -4.827 13.016
C -17.162 -2.658 15.370
O -16.362 -2.574 16.285
N -16.789 -2.508 14.070
N -18.524 -2.932 15.666
H -15.864 -2.113 13.973
H -17.434 -2.543 13.312
H -18.729 -3.295 16.627
H -19.243 -2.898 14.971
C -18.813 -1.535 6.392
O -19.873 -0.926 6.296
N -17.695 -0.792 6.463
N -18.668 -2.870 6.284
H -17.866 0.152 6.726
H -16.829 -1.152 6.741
H -19.324 -3.617 6.383
H -17.749 -3.194 6.579
C -16.448 1.249 10.422
O -15.317 1.624 10.394
N -17.074 0.631 11.443
N -17.125 1.281 9.302
H -16.604 0.600 12.331
H -18.021 0.280 11.317
H -16.584 1.718 8.565
H -18.134 1.264 9.242
C -20.800 -0.291 10.449
O -19.698 0.249 10.326
N -21.531 -0.571 9.327
N -21.365 -0.474 11.666
H -21.073 -0.304 8.455
H -22.406 -1.108 9.297
H -20.678 -0.495 12.407
H -22.047 -1.179 11.769
C -21.140 -5.665 7.764
C -21.468 -4.388 8.567
O -20.591 -3.955 9.608
O -20.120 -5.610 6.830
H -22.068 -5.927 7.221
H -20.912 -6.369 8.606
H -22.480 -4.392 8.966
H -21.437 -3.584 7.844
H -19.882 -3.457 9.208
H -19.220 -5.775 7.163
C -16.450 -6.284 6.652
C -15.056 -5.689 6.747
O -14.154 -6.399 7.589
O -17.524 -5.583 7.284
H -16.278 -7.325 6.926
H -16.702 -6.337 5.594
H -15.283 -4.650 7.135
H -14.595 -5.628 5.752
H -14.414 -6.359 8.523
H -17.235 -5.471 8.199
C -16.809 -7.737 12.401
C -16.107 -7.284 13.691
O -14.821 -7.927 13.803
O -16.140 -7.462 11.140
H -17.792 -7.308 12.442
H -16.933 -8.818 12.389
H -16.682 -7.664 14.502
H -15.994 -6.178 13.667
H -14.193 -7.219 13.976
H -15.222 -7.192 11.266
C -14.869 -1.789 9.314
C -13.476 -1.436 8.976
O -12.632 -2.530 9.253
O -15.498 -2.809 8.532
H -15.600 -1.004 9.177
H -14.881 -2.014 10.372
H -13.334 -0.503 9.641
H -13.576 -1.107 7.957
H -11.807 -2.434 8.763
H -14.880 -3.570 8.557
C -21.737 -5.132 12.687
C -21.130 -5.892 13.884
O -19.737 -5.698 13.931
O -21.618 -3.705 12.654
H -22.799 -5.312 12.584
H -21.250 -5.521 11.812
H -21.231 -6.944 13.716
H -21.562 -5.518 14.857
H -19.778 -4.753 13.692
H -20.726 -3.527 12.317
*
```

Mulliken population analysis, charges in e, atoms 1 to 6: 0.441 -0.757 -0.387 -0.330 0.294 0.282


[2]
Molecular formula: C34H39N5O3P2RuS
Method: DFT, ωB97M-V/def2-TZVPD

Computed properties:
relative energy (zero: lowest compared OMol25 entry of this formula, charge and spin) = 447.1 kJ/mol
E_tot = -2993.249198 hartree
⟨S²⟩ = 6.066

ORCA input file:
```
! RIJCOSX wB97M-V def2-TZVPD def2/J DEFGRID3
* xyz 2 5
Ru -0.130 1.476 -2.156
C -1.283 1.799 -3.993
C -1.237 0.413 -3.918
C -0.318 -0.475 -4.668
C 1.106 0.141 -4.673
C 1.444 0.787 -3.334
C 1.362 2.270 -3.154
C 0.717 3.149 -4.160
C -0.473 2.583 -4.967
C 1.403 0.936 0.880
H -2.213 2.314 -3.759
H -2.116 -0.147 -3.611
H -0.547 -0.753 -5.722
H -0.336 -1.438 -4.142
H 1.820 -0.657 -4.936
H 1.193 0.863 -5.495
H 2.447 0.433 -3.055
H 2.258 2.647 -2.719
H 1.522 3.368 -4.852
H 0.390 4.073 -3.632
H -1.007 3.438 -5.395
H -0.138 2.036 -5.859
H 0.506 1.425 1.141
H 2.179 1.667 1.124
H 1.509 0.145 1.629
P 1.476 -0.020 -0.614
P -0.814 -1.171 0.312
N 3.363 0.911 -0.993
N 2.837 -1.363 0.332
N -1.535 0.293 -0.523
N -2.238 -1.943 0.876
C 0.911 -1.637 -1.744
C -0.478 -2.053 -1.315
C 3.271 2.279 -0.791
C 4.468 2.915 -1.156
C 5.304 1.898 -1.707
C 4.608 0.677 -1.550
C 3.699 -0.850 1.286
C 4.484 -1.886 1.844
C 4.089 -3.082 1.191
C 3.053 -2.727 0.306
C -1.068 1.596 -0.178
C -1.777 2.567 -0.960
C -2.910 1.806 -1.493
C -2.705 0.437 -1.269
C -3.520 -2.098 0.362
C -4.276 -2.818 1.271
C -3.419 -3.144 2.379
C -2.181 -2.600 2.116
H 1.627 -2.452 -1.618
H 0.981 -1.363 -2.800
H -1.281 -1.908 -2.085
H -0.494 -3.114 -1.085
H 2.368 2.789 -0.469
H 4.674 3.994 -1.037
H 6.268 2.036 -2.156
H 4.950 -0.320 -1.781
H 3.727 0.203 1.592
H 5.236 -1.769 2.634
H 4.500 -4.084 1.321
H 2.470 -3.405 -0.296
H -0.991 1.869 0.885
H -1.774 3.618 -0.642
H -3.662 2.295 -2.096
H -3.155 -0.447 -1.758
H -3.790 -1.647 -0.576
H -5.313 -3.078 1.161
H -3.683 -3.686 3.273
H -1.255 -2.574 2.669
O 0.153 1.408 6.526
S -0.038 0.247 5.678
O 0.894 -0.845 5.786
N -0.373 0.590 4.103
C -1.654 0.384 3.720
O -2.089 0.546 2.556
C -2.478 -0.145 4.847
C -3.781 -0.657 4.837
C -4.292 -1.272 5.993
C -3.479 -1.390 7.149
C -2.170 -0.893 7.157
C -1.711 -0.326 5.973
H -4.359 -0.601 3.906
H -5.326 -1.671 6.003
H -3.885 -1.868 8.045
H -1.515 -0.944 8.028
*
```

Mulliken population analysis, charges in e, atoms 1 to 6: -0.398 -0.394 0.305 -1.032 -1.682 0.104


[3]
Molecular formula: C17H27BrNO3
Method: DFT, ωB97M-V/def2-TZVPD

Computed properties:
SMILES = O[C@H](C[NH2+]C1CCCCC1)COCCOc1ccc(Br)cc1
relative energy (zero: lowest compared OMol25 entry of this formula, charge and spin) = 1553.5 kJ/mol
E_tot = -3517.656028 hartree

ORCA input file:
```
! RIJCOSX wB97M-V def2-TZVPD def2/J DEFGRID3
* xyz 1 1
O 3.998 1.788 0.498
C 3.095 1.966 1.378
C 1.973 2.992 0.858
H 2.288 3.837 0.551
H 1.129 2.903 1.551
O 1.113 2.193 -0.156
C -0.069 2.827 -0.528
H -0.719 3.116 0.002
C -0.621 2.098 -1.895
H -1.293 2.578 -2.364
H 0.178 1.997 -2.469
O -1.176 0.949 -1.404
C -2.363 0.607 -1.006
C -2.872 -0.407 -0.660
C -4.198 -0.699 -0.390
C -5.064 0.389 0.100
C -4.471 1.538 -0.176
C -3.241 1.833 -0.578
H -2.749 3.003 -0.872
H -5.170 2.602 0.067
Br -6.826 0.168 0.492
H -4.693 -1.584 0.039
H -2.271 -1.231 -0.853
H 0.233 3.983 -0.930
H 3.352 2.583 2.059
C 2.494 0.589 1.680
N 2.136 -0.280 0.398
H 3.024 0.180 -0.187
C 1.625 -1.560 0.539
C 0.341 -1.690 1.093
C -0.136 -3.002 0.935
C -0.133 -3.693 -0.560
C 1.330 -3.485 -0.997
H 1.296 -4.025 -2.063
C 1.696 -2.125 -0.998
H 1.080 -1.274 -1.578
H 2.759 -1.959 -1.596
H 2.002 -4.099 -0.166
H -0.410 -4.674 -0.408
H -0.928 -3.004 -0.971
H -1.079 -3.260 1.543
H 0.365 -3.636 1.867
H 0.193 -1.347 2.085
H -0.434 -1.180 0.466
H 2.321 -2.012 0.970
H 1.566 0.432 -0.088
H 3.257 -0.114 2.263
H 1.640 0.475 2.336
H 4.428 2.709 0.126
*
```

natural (NBO) population analysis, charges in e, atoms 1 to 6: -0.705 0.082 -0.059 0.177 0.207 -0.612


[4]
Molecular formula: C4H9O
Method: DFT, ωB97M-V/def2-TZVPD

Computed properties:
relative energy (zero: lowest compared OMol25 entry of this formula, charge and spin) = 105.6 kJ/mol
E_tot = -232.978726 hartree

ORCA input file:
```
! RIJCOSX wB97M-V def2-TZVPD def2/J DEFGRID3
* xyz -1 1
C 2.299 -0.556 1.124
O 1.503 -0.670 0.053
H 3.132 0.212 1.021
H 2.949 -1.472 1.319
H 1.796 -0.292 2.088
C -1.390 -0.661 -1.152
C -1.630 0.798 -0.805
C -0.923 1.346 0.184
H -1.623 -0.980 -2.172
H -2.038 -1.198 -0.455
H -0.325 -0.872 -1.011
H -2.355 1.405 -1.350
H -1.168 2.330 0.558
H -0.230 0.610 0.600
*
```

natural (NBO) population analysis, charges in e, atoms 1 to 6: -0.181 -0.984 0.061 0.067 0.072 -0.688